Entry 1:
Molecular formula: C25H47F2N2O2P2S2Si
Method: DFT, ωB97M-V/def2-TZVPD

The geometry in XYZ format:
```
83
Properties=species:S:1:pos:R:3:forces:R:3
C 6.195 1.804 1.395 0.0 0.1 0.3
C 4.771 1.787 2.058 0.0 -0.3 0.6
C 4.872 1.114 3.489 -0.3 -0.2 -0.5
C 3.662 1.012 1.238 0.3 0.7 -0.8
C 4.159 -0.318 0.552 0.3 -0.1 -0.1
C 4.673 -0.101 -0.942 0.5 0.3 1.1
C 3.144 -1.532 0.670 1.9 -0.1 1.1
O 1.773 -1.153 0.867 -0.2 -0.4 -1.7
C 0.915 -1.587 -0.197 -1.6 0.7 0.5
C 1.328 -1.078 -1.613 0.7 -0.5 -1.1
N 1.060 0.351 -1.891 -0.1 -0.3 -0.1
C -0.449 -0.851 0.186 1.6 1.3 1.1
N -1.583 -1.290 -0.690 -0.4 -0.9 1.1
C -2.681 -0.262 -0.783 0.3 3.9 -2.7
F -3.836 -0.781 -1.332 1.3 -0.4 1.7
F -2.874 0.430 0.375 -0.2 -1.9 -0.7
C -2.179 0.814 -1.839 -0.5 0.2 -0.5
C -3.306 1.839 -2.262 0.3 0.0 -0.4
Si -3.329 3.476 -1.283 -1.0 1.4 0.2
C -4.440 4.734 -2.228 -0.3 0.3 -0.1
C -1.623 4.314 -1.124 -0.1 -0.1 -0.1
C -4.198 3.250 0.415 -0.3 -0.5 0.9
C -5.560 2.673 0.434 1.9 0.8 2.4
C -6.185 2.469 1.733 1.6 0.5 -0.9
C -5.462 2.827 2.948 0.5 0.2 -1.0
C -4.133 3.415 2.934 -0.9 -0.6 -2.1
C -3.487 3.624 1.628 -2.1 -0.9 0.6
C -2.007 -2.640 -0.194 -1.6 -2.3 -0.3
S -3.274 -2.601 1.167 -0.1 0.0 -0.7
C -0.846 -3.577 0.336 0.2 1.3 -0.4
P -1.386 -5.334 -0.064 -0.5 -1.5 2.0
S -0.863 -6.606 1.337 0.1 0.5 -0.5
C 0.647 -3.168 -0.067 1.8 0.1 1.4
P 1.328 -4.255 -1.449 -0.4 -1.4 -1.7
C 1.944 -5.818 -0.550 -0.1 0.7 0.8
O 2.760 -3.688 -2.143 -0.4 0.0 1.0
H 6.668 0.781 1.438 -0.5 1.0 -0.2
H 6.147 2.161 0.338 0.1 -0.3 0.8
H 6.891 2.479 1.968 -0.8 -0.6 -0.5
H 4.426 2.853 2.174 0.2 -1.0 -0.1
H 5.220 1.823 4.279 0.0 -0.7 -0.7
H 3.870 0.725 3.811 0.8 0.4 -0.2
H 5.546 0.218 3.392 -0.5 0.9 0.4
H 2.786 0.868 1.917 0.7 -0.1 -0.6
H 3.323 1.697 0.402 0.2 -0.6 0.8
H 5.082 -0.639 1.117 -1.0 0.1 -0.5
H 5.663 0.431 -0.876 -1.0 -0.5 -0.2
H 4.894 -1.094 -1.409 -0.4 0.9 0.1
H 3.997 0.555 -1.544 0.4 -0.8 0.3
H 3.457 -2.104 1.592 -0.5 0.5 -0.8
H 3.345 -2.213 -0.194 -0.7 0.5 0.5
H 2.404 -1.267 -1.890 -1.1 -0.5 0.7
H 0.735 -1.674 -2.375 0.5 0.5 0.7
H 1.200 0.459 -2.902 -0.1 0.2 0.6
H 1.751 0.954 -1.438 -0.2 -0.3 -0.1
H -0.650 -1.046 1.278 -0.3 -0.2 -1.3
H -0.346 0.265 0.141 0.1 -1.2 -0.4
H -1.293 -1.430 -1.675 0.3 0.4 0.5
H -1.306 1.389 -1.450 -0.6 -0.8 -0.1
H -1.821 0.318 -2.789 -0.3 0.1 1.1
H -4.346 1.428 -2.256 0.9 0.1 0.0
H -3.092 2.117 -3.336 -0.3 -0.2 1.0
H -3.842 5.469 -2.827 -0.4 -0.7 0.4
H -5.169 4.237 -2.920 0.6 0.4 0.5
H -5.047 5.347 -1.503 0.6 -0.7 -0.6
H -1.251 4.564 -2.158 -0.1 -0.5 1.0
H -0.933 3.624 -0.573 -0.2 0.9 -0.5
H -1.736 5.300 -0.591 0.2 -1.1 -0.3
H -6.018 2.404 -0.542 0.1 0.2 1.0
H -7.202 2.007 1.768 1.0 0.5 0.2
H -5.977 2.623 3.919 0.6 0.3 -0.9
H -3.600 3.669 3.878 -0.6 -0.2 -0.9
H -2.461 4.064 1.563 -1.1 -0.5 0.1
H -2.505 -3.172 -1.051 0.4 0.8 0.6
H -4.446 -2.732 0.444 1.0 0.2 0.2
H -0.888 -3.510 1.461 0.1 -0.4 -1.1
H -2.822 -5.301 -0.012 0.7 0.6 -0.6
H -1.058 -5.762 -1.377 -0.1 0.7 0.2
H 1.261 -3.452 0.842 -0.8 0.5 -0.8
H 1.239 -6.674 -0.709 0.9 0.8 0.0
H 1.946 -5.601 0.551 0.1 -0.4 -0.9
H 2.999 -6.059 -0.839 -1.0 0.1 0.0
H 3.431 -4.392 -2.151 -0.2 0.4 0.1
```
Positions in Å, forces in eV/Å.

Calculated values
Charge: +1
Kohn-Sham gap: 8.34 eV
LUMO energy: -0.099 Eh
DFT total energy: -87314.60841 eV
HOMO energy: -0.4050 hartree
M: 599.8 g mol⁻¹
SMILES string: CC(C)C[C@H](C)CO[C@]1(CN)C[N@H+](C(F)(F)CC[Si](C)(C)c2ccccc2)[C@H](S)[C@@H]([PH2]=S)[C@H]1P(C)O

Entry 2:
Molecular formula: C25H47F5NO2PbSSi4
Method: DFT, ωB97M-V/def2-TZVPD

The geometry in XYZ format:
```
86
Properties=species:S:1:pos:R:3:forces:R:3
Pb -0.200 0.071 -0.275 0.3 -0.3 0.0
F -2.521 -2.594 5.966 0.0 0.0 0.0
C -2.299 -2.456 4.666 0.0 0.0 0.0
C -1.457 -1.466 4.202 0.1 0.1 0.1
F -0.840 -0.647 5.055 0.0 0.0 0.0
C -1.238 -1.342 2.847 0.0 0.1 0.0
F -0.402 -0.359 2.441 0.1 0.0 0.1
C -1.811 -2.176 1.906 0.0 0.1 -0.1
S -1.523 -2.092 0.174 0.0 0.0 -0.2
C -2.656 -3.162 2.404 0.0 -0.1 0.0
F -3.245 -4.010 1.562 0.0 0.0 0.0
C -2.899 -3.308 3.756 -0.1 -0.1 0.0
F -3.705 -4.270 4.189 0.0 0.0 0.0
C 0.313 1.342 -3.470 0.0 0.0 0.1
C -1.104 0.819 -3.289 0.0 0.2 -0.1
C -2.051 2.013 -3.162 -0.1 0.0 0.1
C -1.503 -0.047 -4.477 0.0 -0.1 0.0
O -1.205 -0.003 -2.126 0.1 -0.2 -0.2
H 0.379 2.003 -4.336 0.0 0.0 0.1
H 1.009 0.519 -3.613 0.1 -0.1 0.0
H 0.615 1.909 -2.585 0.0 0.1 0.0
H -1.904 2.719 -3.980 0.0 0.0 0.0
H -1.863 2.534 -2.217 0.0 0.0 -0.1
H -3.094 1.685 -3.174 0.1 0.1 0.0
H -1.553 0.543 -5.394 0.0 0.0 0.0
H -2.481 -0.497 -4.291 0.0 0.0 -0.1
H -0.781 -0.855 -4.612 0.0 0.0 0.0
C 2.393 -3.665 -0.700 -0.1 -0.1 0.1
Si 3.194 -2.119 -1.350 0.1 -0.1 -0.1
C 5.059 -2.250 -1.398 0.1 0.1 0.1
C 2.560 -1.732 -3.053 -0.1 0.2 -0.1
Si 2.846 -0.389 0.242 -0.7 0.3 0.0
Si 2.858 -1.182 2.482 0.0 0.0 -0.1
C 2.442 0.205 3.652 0.0 0.1 0.1
C 1.766 -2.688 2.662 -0.2 -0.1 0.0
C 4.657 -1.679 2.644 0.2 0.0 -0.1
Si 3.331 1.922 0.027 0.3 0.0 0.0
C 5.084 2.010 0.680 0.1 -0.1 0.1
C 3.280 2.519 -1.740 0.0 -0.1 -0.2
C 2.210 2.934 1.119 -0.1 0.0 0.1
H 2.505 -4.463 -1.440 0.0 0.0 0.0
H 1.323 -3.527 -0.518 0.1 0.0 0.0
H 2.858 -4.003 0.229 0.0 0.0 0.0
H 5.344 -3.172 -1.914 0.0 0.1 0.0
H 5.516 -2.272 -0.405 0.0 0.0 -0.1
H 5.492 -1.411 -1.950 0.0 -0.1 0.0
H 2.829 -2.553 -3.725 0.0 0.0 0.0
H 3.001 -0.815 -3.452 0.0 0.0 0.0
H 1.472 -1.634 -3.067 0.0 0.0 0.0
H 1.548 0.748 3.347 0.0 0.0 0.0
H 3.270 0.918 3.721 0.0 0.0 0.0
H 2.256 -0.190 4.656 0.0 0.0 0.0
H 0.982 -2.740 1.902 0.0 0.0 0.1
H 1.280 -2.689 3.642 0.0 0.0 0.0
H 2.361 -3.600 2.587 0.0 0.0 0.0
H 5.337 -0.849 2.429 0.0 -0.1 0.0
H 4.902 -2.501 1.964 0.0 0.0 0.1
H 4.865 -2.021 3.663 0.0 0.0 0.0
H 5.793 1.532 -0.001 0.0 0.0 0.0
H 5.177 1.528 1.659 0.0 0.1 -0.1
H 5.386 3.054 0.798 0.0 0.0 0.0
H 3.412 1.705 -2.459 0.0 0.1 0.0
H 4.085 3.240 -1.903 0.0 0.0 0.0
H 2.337 3.016 -1.971 0.0 0.0 0.0
H 2.441 2.777 2.175 0.0 0.0 0.0
H 1.148 2.718 0.973 0.0 0.1 0.0
H 2.367 3.994 0.897 0.0 0.0 0.0
O -1.856 1.446 0.498 0.4 0.0 -0.1
C -3.068 1.499 0.120 -0.4 -0.2 -0.1
C -3.931 2.546 0.775 -0.1 0.0 -0.1
C -4.975 3.164 -0.159 -0.1 -0.1 0.1
C -6.258 2.334 -0.238 0.1 0.0 0.0
C -5.985 0.834 -0.339 0.1 0.1 0.0
C -4.884 0.486 -1.329 0.0 0.1 0.2
N -3.520 0.693 -0.820 -0.3 0.2 0.2
H -3.236 3.298 1.140 0.0 0.0 0.0
H -4.413 2.111 1.655 0.1 0.0 0.0
H -4.538 3.287 -1.154 0.0 0.0 0.0
H -5.217 4.165 0.200 0.0 0.0 0.0
H -6.842 2.662 -1.100 0.0 0.0 0.0
H -6.865 2.519 0.651 0.0 0.0 0.0
H -6.897 0.325 -0.651 0.0 -0.1 0.0
H -5.711 0.424 0.637 -0.1 0.0 0.0
H -5.017 1.048 -2.259 0.0 0.0 0.0
H -4.941 -0.572 -1.575 0.0 0.0 0.0
H -2.794 0.181 -1.325 0.1 -0.2 0.0
```
Positions in Å, forces in eV/Å.

Calculated values
Charge: +1
Kohn-Sham gap: 6.39 eV
LUMO energy: -0.164 Eh
DFT total energy: -93451.07151 eV
HOMO energy: -0.3987 hartree
Energy above the lowest of the compared OMol25 structures with the same formula, charge and spin: 94.1 kJ/mol
M: 840.3 g mol⁻¹

Entry 3:
Molecular formula: C25H47N4O5
Method: DFT, ωB97M-V/def2-TZVPD

The geometry in XYZ format:
```
81
Properties=species:S:1:pos:R:3:forces:R:3
N -1.126 -3.055 -2.250 0.9 -0.4 -0.4
C 0.269 -2.965 -1.654 0.2 -1.0 1.3
C 0.245 -3.746 -0.175 0.2 -0.1 -1.6
C 0.341 -5.356 -0.488 -0.6 0.7 -0.1
C -0.297 -6.230 0.777 1.3 -0.7 -1.3
C 0.122 -7.724 0.250 0.5 0.3 0.7
C -1.034 -8.070 -0.859 -4.9 -1.9 -3.9
O -0.790 -8.092 -2.190 -0.1 0.5 6.6
O -2.426 -8.345 -0.382 7.6 1.7 -1.4
C 1.657 -7.397 -0.222 3.8 -1.4 -2.0
O 2.766 -8.147 -0.257 -6.7 4.1 0.4
N 1.714 -5.966 -0.732 -1.0 -2.2 0.5
H -1.007 -3.267 -3.265 -0.4 0.2 1.2
H -1.671 -3.850 -1.845 0.9 0.8 -0.4
H 0.611 -1.864 -1.450 -0.7 -2.0 -0.7
H 1.008 -3.530 -2.377 -1.0 1.3 1.6
H -0.838 -3.549 0.254 2.3 -0.3 -0.5
H 1.110 -3.318 0.487 -1.8 -1.0 -1.0
H -0.160 -5.460 -1.541 0.0 -0.2 2.3
H 0.406 -6.074 1.706 -1.7 0.3 -1.5
H -1.464 -6.059 0.915 2.8 -0.6 -0.2
H 0.276 -8.567 1.047 -0.9 1.7 -1.4
H 1.975 -6.011 -1.761 -0.4 0.1 1.9
C -3.395 2.392 -0.683 -0.3 0.2 0.2
C -2.783 1.006 -0.327 0.4 1.2 -1.6
C -3.494 -0.108 -1.143 0.0 -0.3 0.4
C -4.898 -0.430 -0.637 0.0 0.1 0.0
C -4.892 -0.723 0.859 0.4 -0.2 -0.2
C -4.209 0.388 1.698 -1.5 0.5 1.1
N -2.867 0.783 1.154 2.1 -4.5 0.1
O -1.959 -0.240 1.483 -2.1 3.0 -0.6
C -5.139 1.630 1.765 0.0 0.3 -0.3
C -4.140 -0.084 3.184 0.7 -0.2 -0.3
C -1.308 1.117 -0.840 0.0 -0.6 0.7
H -4.457 2.338 -0.934 0.1 0.0 0.2
H -3.266 3.109 0.137 0.0 -0.2 -0.1
H -2.913 2.841 -1.558 0.1 -0.3 0.1
H -2.898 -1.030 -1.112 0.1 0.2 0.1
H -3.554 0.177 -2.201 0.2 0.2 0.2
H -5.586 0.393 -0.860 0.0 0.0 0.0
H -5.286 -1.303 -1.177 0.1 0.1 0.1
H -5.925 -0.874 1.196 0.2 0.2 0.2
H -4.378 -1.683 1.022 0.1 0.3 0.1
H -4.642 2.470 2.268 0.0 -0.2 -0.1
H -6.050 1.411 2.327 0.2 -0.2 0.0
H -5.483 1.978 0.791 0.2 0.0 0.0
H -3.603 -1.032 3.303 0.0 0.3 -0.2
H -5.144 -0.251 3.592 0.1 0.2 -0.4
H -3.651 0.668 3.816 0.0 -0.1 -0.2
H -0.758 1.896 -0.299 -0.1 -0.1 0.0
H -1.280 1.370 -1.908 -0.3 0.0 0.3
H -0.753 0.175 -0.741 -0.2 0.2 0.2
C 3.143 3.257 2.079 0.0 0.4 0.1
C 3.325 2.622 0.670 -0.1 -0.9 1.9
C 4.833 2.368 0.398 0.0 0.2 -0.4
C 5.617 3.642 0.090 0.0 0.0 0.1
C 4.954 4.442 -1.026 0.0 -0.4 -0.1
C 3.453 4.730 -0.764 0.0 2.0 0.0
N 2.688 3.500 -0.365 1.1 -2.8 -4.0
O 2.498 2.726 -1.524 0.0 2.1 3.1
C 3.319 5.816 0.337 0.0 -0.1 0.4
C 2.854 5.427 -2.026 -0.2 -0.8 -0.1
C 2.616 1.232 0.804 -0.1 0.2 -0.9
H 3.980 3.898 2.370 -0.1 0.1 -0.1
H 2.218 3.844 2.138 0.2 -0.1 -0.1
H 3.073 2.499 2.866 0.1 -0.1 -0.3
H 4.947 1.681 -0.451 -0.2 0.1 0.1
H 5.294 1.867 1.257 -0.3 0.0 0.0
H 5.720 4.258 0.990 0.0 0.0 0.0
H 6.638 3.375 -0.212 -0.1 0.1 0.1
H 5.503 5.382 -1.164 -0.3 0.0 0.0
H 5.068 3.885 -1.968 -0.3 0.1 0.2
H 2.268 5.971 0.615 0.2 -0.1 -0.1
H 3.705 6.779 -0.009 0.0 -0.2 -0.2
H 3.878 5.596 1.247 -0.1 -0.1 -0.1
H 2.972 4.828 -2.937 -0.1 -0.1 0.3
H 3.355 6.382 -2.223 0.1 -0.2 0.4
H 1.785 5.639 -1.891 0.2 -0.1 0.0
H 1.544 1.353 1.003 0.2 0.0 -0.1
H 3.044 0.649 1.629 0.1 0.4 -0.1
H 2.730 0.610 -0.093 -0.1 0.3 0.1
```
Positions in Å, forces in eV/Å.

Calculated values
Charge: -1
Kohn-Sham gap (alpha / beta): 6.32 / 5.42 eV
LUMO energy (alpha / beta): 0.069 / 0.036 Eh
DFT total energy: -42878.07256 eV
2S+1: 3
HOMO energy (alpha / beta): -0.1631 / -0.1631 hartree
M: 483.7 g mol⁻¹

Look up the M of the second one. 840.3 g mol⁻¹

Look up the M of the second one. 840.3 g mol⁻¹